The following is a quantum chemistry calculation of CH4N2O in the gas phase, from the OMol25 dataset.

Last column: Löwdin charge in e.
Geometry (Å):
H (0.28051, 1.46693, 1.00584)  0.048
N (0.78063, 1.43383, 0.12893)  0.091
C (0.64225, 0.44963, -0.56678)  -0.298
N (-0.06354, -0.83605, -0.26878)  -0.101
O (-1.12902, -0.80570, 0.55746)  -0.082
H (1.36459, 0.27630, -1.45660)  0.133
H (-0.45278, -1.17248, -1.13139)  0.099
H (-1.03330, -1.00741, 1.50206)  0.109

Forces on the atoms, in the same order (eV/Å):
H -0.5 -0.2 0.1
N 0.5 2.7 1.5
C 0.5 -4.6 -1.7
N 2.7 1.2 -1.0
O -3.0 1.2 1.2
H -1.6 0.2 1.0
H 0.1 -0.3 -0.4
H 1.3 -0.2 -0.7

Output
SMILES ... [H]/N=C\NO
Strongest force on any atom ... 4.917 eV/Å
Energy above the lowest of the compared OMol25 structures with the same formula, charge and spin ... 83.1 kcal/mol
E_LUMO ... 0.0321 hartree

***

The following is a quantum chemistry calculation of a molecular structure, C24H8B5MgO42, from the OMol25 dataset.

Last column: Löwdin charge in e.
Geometry (Å):
Mg (25.39357, -25.49214, 11.35851)  0.647
O (25.83360, -27.66815, 7.66689)  0.144
C (26.53110, -28.32605, 8.41050)  -0.403
O (27.46484, -29.14519, 8.06899)  0.250
B (28.31361, -29.51513, 9.23474)  -0.810
O (27.57510, -28.81318, 10.32972)  0.268
C (26.60459, -28.05354, 9.89556)  -0.320
O (25.85753, -27.35124, 10.53204)  0.114
O (29.69820, -29.06774, 9.16377)  0.253
C (30.45418, -30.10486, 9.52888)  -0.387
O (31.62715, -30.10678, 9.72009)  0.168
C (29.54351, -31.33294, 9.65631)  -0.413
O (28.29878, -30.99809, 9.43021)  0.240
O (29.95493, -32.42184, 9.95928)  0.132
O (23.64609, -29.21525, 13.95531)  0.164
C (24.73453, -28.78710, 14.19885)  -0.380
O (25.65389, -29.41788, 14.91861)  0.236
B (26.83603, -28.53184, 15.02411)  -0.834
O (26.45508, -27.29215, 14.33216)  0.279
C (25.30067, -27.44160, 13.77721)  -0.343
O (24.70838, -26.58727, 13.13828)  0.099
O (27.21482, -28.33612, 16.45321)  0.213
C (28.38766, -28.98002, 16.65248)  -0.393
O (28.94508, -29.15279, 17.69375)  0.146
C (28.93673, -29.39631, 15.33300)  -0.420
O (28.03231, -29.16005, 14.41187)  0.243
O (30.06055, -29.77071, 15.13416)  0.157
O (26.04111, -20.70526, 4.61618)  0.140
C (26.48795, -21.06358, 5.66698)  -0.408
O (26.60588, -22.29999, 6.10725)  0.239
B (27.16896, -22.26147, 7.48275)  -0.862
O (27.52533, -20.86322, 7.71941)  0.229
C (27.10297, -20.11570, 6.69964)  -0.395
O (27.23429, -18.94156, 6.56425)  0.150
O (28.23372, -23.25603, 7.51047)  0.260
C (28.02876, -24.09919, 8.51337)  -0.363
O (28.76774, -24.95204, 8.88636)  0.212
C (26.66041, -23.79601, 9.07864)  -0.319
O (26.18696, -22.70720, 8.51601)  0.251
O (26.04625, -24.52736, 9.80206)  0.125
O (22.90662, -28.49775, 10.96818)  0.185
C (22.37510, -27.78413, 10.17736)  -0.375
O (21.33255, -28.08687, 9.42118)  0.232
B (20.93120, -26.88418, 8.64031)  -0.850
O (22.12422, -25.98188, 8.80951)  0.275
C (22.79638, -26.33679, 9.84343)  -0.322
O (23.70897, -25.76731, 10.40748)  0.096
O (19.75466, -26.17272, 9.17670)  0.227
C (18.95328, -25.85107, 8.16358)  -0.385
O (18.06311, -25.05625, 8.19552)  0.142
C (19.47837, -26.61310, 6.92042)  -0.378
O (20.63697, -27.15927, 7.26038)  0.254
O (19.00685, -26.69889, 5.82365)  0.141
O (28.53516, -22.66946, 12.19260)  0.146
C (29.12178, -23.71097, 12.25587)  -0.385
O (30.39608, -23.94512, 12.27643)  0.269
B (30.66150, -25.37374, 12.47027)  -0.861
O (29.30257, -26.00720, 12.38980)  0.288
C (28.40330, -25.07761, 12.28255)  -0.319
O (27.20379, -25.23538, 12.23044)  0.102
O (31.53524, -25.79764, 11.34606)  0.223
C (32.75833, -26.03805, 11.85081)  -0.372
O (33.77332, -26.15137, 11.25143)  0.154
C (32.59966, -26.08325, 13.41910)  -0.387
O (31.37029, -25.72351, 13.66904)  0.258
O (33.48056, -26.25785, 14.20676)  0.143
O (24.77226, -23.84092, 12.31215)  0.084
C (24.49667, -22.86362, 12.95635)  -0.482
O (24.85076, -21.64506, 12.60884)  0.047
C (25.60325, -21.48906, 11.40699)  -0.206
C (25.82512, -20.01951, 11.12292)  -0.043
C (23.74325, -22.91472, 14.25178)  0.051
H (25.18116, -22.01195, 10.54732)  0.119
H (26.58492, -21.96049, 11.52474)  0.104
H (26.41944, -19.86930, 10.22227)  0.077
H (26.23216, -19.50994, 11.99418)  0.078
H (24.88058, -19.53951, 10.84422)  0.076
H (23.63805, -23.94296, 14.58184)  0.093
H (22.79452, -22.39084, 14.12412)  0.094
H (24.23938, -22.33665, 15.03262)  0.092

Forces on the atoms, in the same order (eV/Å):
Mg 0.1 -1.1 0.8
O 0.0 -0.8 0.3
C -0.9 2.6 -1.4
O 1.1 -1.1 -0.5
B -1.3 0.2 -0.2
O 0.0 0.6 1.2
C 0.7 -1.7 0.2
O 0.4 0.3 0.4
O -0.4 -0.5 0.1
C 0.0 0.2 -0.1
O 0.4 0.1 -0.1
C 0.8 -1.1 0.7
O -0.1 1.3 -0.2
O -0.3 0.0 -0.3
O -0.1 0.3 -0.1
C -0.6 -1.3 0.1
O 0.2 0.7 -0.2
B 0.8 -1.0 0.6
O 0.7 0.2 0.1
C -0.7 1.1 -0.1
O 0.4 -0.4 -0.2
O 0.5 -0.5 -0.3
C -0.8 0.8 0.9
O -0.2 0.1 0.5
C 1.2 0.0 -1.4
O -0.8 0.3 -0.3
O -0.3 -0.3 0.2
O -0.2 -0.1 -0.2
C -0.1 -0.1 -0.4
O -0.4 0.3 0.4
B -0.2 -0.3 -0.9
O 0.1 0.2 0.1
C 0.3 -0.6 0.1
O 0.0 0.6 0.2
O 0.3 0.4 0.6
C 0.8 0.1 -0.5
O 0.1 -0.4 0.3
C -0.7 0.4 -1.0
O 0.3 -0.4 0.3
O 0.0 0.3 0.3
O 0.1 0.0 0.0
C -0.1 -0.2 0.6
O -0.7 0.6 -0.5
B 0.7 -0.5 0.7
O -0.2 1.2 -0.2
C 0.9 -1.3 0.2
O -1.3 0.6 -0.6
O -0.3 0.0 -0.3
C 0.5 0.1 0.2
O -0.4 -0.1 0.0
C 0.4 -0.2 -0.6
O 0.1 -0.1 0.0
O -0.5 0.3 0.2
O 0.1 0.6 0.0
C -0.8 -0.5 -0.2
O 0.3 0.9 0.6
B 0.2 -1.0 -1.7
O -0.1 0.2 0.2
C 0.5 -0.5 0.1
O 0.1 0.0 -0.1
O 0.6 0.0 0.7
C -1.4 -0.1 0.5
O 0.7 -0.1 -0.4
C 1.1 0.5 -1.1
O -1.1 0.3 1.1
O -0.1 -0.3 0.2
O -0.1 -0.3 -0.4
C 0.2 0.3 0.6
O -0.5 0.3 0.3
C 1.6 -0.1 -1.1
C -1.1 0.1 -0.3
C 0.0 0.4 0.2
H -0.6 0.2 0.3
H -0.2 0.0 0.4
H 0.5 -0.3 0.3
H 0.2 0.0 -0.1
H -0.1 0.0 0.4
H -0.2 0.0 -0.1
H -0.2 -0.4 -0.1
H 0.3 -0.1 -0.2

Output
Charge ... -3
Strongest force on any atom ... 3.088 eV/Å
Energy above the lowest of the compared OMol25 structures with the same formula, charge and spin ... 0.0 kcal/mol
E_LUMO ... 0.1790 hartree

***

The following is a quantum chemistry calculation of 2 unconnected molecules or ions with the total composition C12H11N5O5, from the OMol25 dataset.

Last column: Löwdin charge in e.
Geometry (Å):
O (-0.90839, -2.94440, -3.19776)  0.089
N (-0.97491, -1.99049, -2.39818)  -0.305
O (-1.32899, -0.83435, -2.73996)  0.051
C (-0.64243, -2.21122, -1.00158)  -0.108
C (0.20407, -3.28941, -0.64231)  0.108
C (0.56115, -3.50083, 0.68675)  -0.048
N (1.47730, -4.57296, 1.01847)  -0.310
O (1.81798, -4.79673, 2.19266)  0.094
O (1.90042, -5.25048, 0.05458)  0.058
C (0.00906, -2.61600, 1.70126)  -0.148
N (0.19555, -2.59823, 3.04407)  0.175
O (-0.56344, -1.52815, 3.47465)  -0.050
N (-1.22072, -0.83280, 2.41381)  0.202
C (-0.83996, -1.54822, 1.31418)  -0.219
C (-1.14669, -1.32253, -0.04045)  0.108
H (0.58685, -3.95013, -1.41140)  0.136
H (-1.79070, -0.48029, -0.28684)  0.139
C (2.19912, 1.49915, 0.78658)  -0.069
C (1.04508, 2.08634, 0.06308)  -0.297
C (0.45432, 1.61031, -1.11851)  -0.099
N (-0.57561, 2.46140, -1.45334)  0.053
C (-0.68426, 3.46474, -0.52317)  -0.342
C (-1.71358, 4.51028, -0.64016)  -0.050
C (0.30909, 3.25967, 0.44106)  -0.008
H (2.42259, 2.08742, 1.68736)  0.078
H (1.99334, 0.46310, 1.10355)  0.065
H (3.11052, 1.47486, 0.16822)  0.080
H (0.71075, 0.76498, -1.74654)  0.104
H (-1.15925, 2.35428, -2.27906)  0.158
H (-1.60504, 5.17945, 0.22070)  0.082
H (-1.59812, 5.09142, -1.56817)  0.082
H (-2.72599, 4.07776, -0.63788)  0.081
H (0.48091, 3.88204, 1.31434)  0.107

Forces on the atoms, in the same order (eV/Å):
O 0.1 1.6 1.9
N -0.8 0.8 -2.8
O 0.7 -2.3 1.0
C -0.6 1.4 2.1
C 0.6 -0.6 1.3
C -1.0 1.2 -0.6
N 1.9 -2.4 0.0
O -1.1 1.0 -2.0
O -0.8 1.3 1.5
C 0.9 -0.7 1.5
N -1.3 1.2 -1.5
O -0.3 0.1 -2.6
N 1.8 -2.5 -0.1
C 0.0 0.6 2.1
C -0.1 -0.3 -1.7
H 0.0 0.1 0.1
H 0.2 -0.2 -0.3
C 0.5 -0.3 0.3
C -1.2 0.1 -1.2
C 0.6 0.4 1.0
N 0.1 -0.1 0.1
C 1.0 -0.7 0.4
C -0.4 0.4 0.0
C -0.5 -0.4 -1.0
H 0.0 -0.2 -0.2
H 0.1 0.3 0.0
H -0.3 0.0 0.2
H -0.1 0.2 0.1
H 0.3 0.1 0.5
H -0.2 0.0 -0.3
H 0.0 -0.1 0.3
H 0.2 0.2 0.1
H 0.0 -0.1 -0.2

Output
SMILES ... O=[N+]([O-])c1cc([N+](=O)[O-])c2nonc2c1.Cc1c[nH]c(C)c1
Strongest force on any atom ... 3.067 eV/Å
E_LUMO ... -0.0995 hartree

***

The following is a quantum chemistry calculation of C24H32N6O2 in the gas phase, from the OMol25 dataset.

Last column: Löwdin charge in e.
Geometry (Å):
C (-0.27967, -5.96929, 0.18800)  -0.109
C (0.58423, -4.73580, 0.41771)  -0.259
C (-0.18630, -3.45218, 0.12075)  -0.166
C (0.68200, -2.20339, 0.35402)  -0.257
C (1.74785, -2.14128, -0.68576)  -0.268
N (1.63186, -2.51726, -1.94094)  0.078
N (2.80782, -2.30535, -2.51226)  -0.036
N (3.63809, -1.82261, -1.68804)  0.050
N (3.01832, -1.69677, -0.51135)  -0.050
C (3.68350, -1.11604, 0.62429)  -0.076
C (3.71975, 0.38770, 0.50302)  -0.214
C (4.91912, 1.06852, 0.38899)  -0.032
C (4.94528, 2.44739, 0.25983)  -0.016
C (3.75473, 3.16497, 0.23207)  -0.275
O (3.65915, 4.51525, 0.10816)  -0.082
C (4.84143, 5.26633, -0.02540)  -0.089
C (2.54377, 2.47617, 0.33636)  0.009
C (2.52816, 1.10595, 0.47016)  -0.022
N (-0.02693, -0.92547, 0.36313)  -0.150
C (-0.82153, -0.65906, -0.82594)  -0.138
C (-1.23417, 0.81634, -0.82184)  -0.121
N (-2.02550, 1.12158, 0.35259)  -0.083
C (-3.41026, 0.97944, 0.31002)  -0.155
C (-4.12634, 0.26795, 1.27004)  -0.029
C (-5.50944, 0.19819, 1.25100)  -0.101
C (-6.21663, 0.83400, 0.25422)  -0.100
C (-5.53384, 1.56229, -0.70959)  -0.030
C (-4.15369, 1.65822, -0.68698)  -0.198
O (-3.43645, 2.41028, -1.58457)  -0.109
C (-4.13340, 3.18079, -2.52974)  -0.085
C (-1.29399, 0.77132, 1.54609)  -0.142
C (-0.82674, -0.69271, 1.55187)  -0.156
H (-0.61048, -6.00996, -0.84679)  0.075
H (0.28199, -6.87451, 0.40553)  0.069
H (-1.15800, -5.94669, 0.82988)  0.071
H (0.93243, -4.72313, 1.45477)  0.111
H (1.46157, -4.78653, -0.23042)  0.107
H (-1.06435, -3.40119, 0.76820)  0.116
H (-0.51511, -3.46245, -0.91849)  0.113
H (1.16412, -2.29085, 1.33868)  0.141
H (4.69970, -1.51745, 0.65019)  0.128
H (3.14731, -1.41886, 1.52825)  0.128
H (5.85169, 0.52358, 0.39935)  0.114
H (5.89804, 2.94526, 0.17522)  0.102
H (5.48423, 5.16494, 0.85512)  0.095
H (5.40163, 4.97817, -0.92060)  0.096
H (4.52235, 6.30308, -0.11941)  0.093
H (1.62818, 3.04610, 0.30632)  0.115
H (1.58779, 0.57594, 0.53471)  0.082
H (-0.22160, -0.87858, -1.71004)  0.118
H (-1.73080, -1.28225, -0.85417)  0.133
H (-1.79903, 1.04344, -1.72120)  0.118
H (-0.33682, 1.44256, -0.80140)  0.122
H (-3.60146, -0.25127, 2.05619)  0.095
H (-6.02481, -0.36516, 2.01459)  0.100
H (-7.29384, 0.77995, 0.21918)  0.100
H (-6.10121, 2.07208, -1.47197)  0.100
H (-4.80805, 3.89696, -2.04947)  0.097
H (-3.36804, 3.72381, -3.08289)  0.095
H (-4.70296, 2.55482, -3.22536)  0.096
H (-1.89611, 0.98426, 2.42972)  0.122
H (-0.40555, 1.41256, 1.57637)  0.118
H (-0.21045, -0.87354, 2.43730)  0.127
H (-1.70260, -1.36058, 1.59278)  0.112

Forces on the atoms, in the same order (eV/Å):
C 0.2 0.1 0.1
C -0.2 0.0 -0.1
C 0.3 0.1 0.2
C -0.4 -0.1 0.1
C 0.8 0.1 0.1
N -0.9 -0.2 0.5
N 0.3 -0.1 -0.9
N 1.1 0.5 0.4
N -1.2 -0.8 -0.6
C 0.3 0.4 0.2
C 0.2 0.0 0.1
C -0.2 -0.2 0.1
C 0.1 0.4 0.0
C 0.0 -0.2 0.0
O -0.2 -0.2 0.0
C 0.2 0.1 0.0
C 0.1 0.1 0.0
C 0.2 0.2 0.0
N -0.1 -0.1 0.1
C 0.0 0.3 -0.2
C 0.0 -0.4 -0.4
N 0.1 0.3 0.1
C -0.2 0.1 -0.1
C 0.1 0.0 -0.1
C -0.2 0.0 0.0
C 0.0 -0.1 0.1
C 0.0 0.1 -0.2
C 0.1 0.0 -0.1
O 0.0 -0.3 0.5
C -0.1 0.1 -0.2
C 0.0 -0.2 0.2
C 0.0 0.2 0.1
H -0.1 -0.1 -0.1
H 0.0 -0.1 0.0
H -0.1 0.0 0.0
H 0.1 0.0 0.0
H 0.1 0.0 0.0
H -0.1 0.0 0.0
H -0.1 0.0 0.0
H -0.1 0.0 -0.1
H -0.2 0.0 0.1
H 0.1 -0.1 -0.1
H 0.1 -0.1 0.0
H 0.1 0.1 0.0
H 0.0 0.0 0.0
H 0.0 0.0 0.0
H 0.1 -0.1 0.0
H -0.1 0.1 0.0
H -0.1 0.0 0.0
H -0.1 0.0 0.0
H 0.0 0.0 0.0
H 0.1 0.0 0.1
H 0.0 0.0 -0.1
H 0.1 0.0 0.0
H 0.0 0.0 0.1
H -0.1 0.0 0.0
H 0.0 0.1 -0.1
H 0.0 0.0 0.0
H -0.1 0.0 0.0
H 0.0 0.0 0.1
H 0.0 0.0 0.0
H 0.0 0.0 0.1
H 0.0 0.0 0.0
H 0.0 0.0 0.0

Output
SMILES ... CCC[C@@H](c1nnnn1Cc1ccc(OC)cc1)N1CCN(c2ccccc2OC)CC1
Strongest force on any atom ... 1.556 eV/Å
Energy above the lowest of the compared OMol25 structures with the same formula, charge and spin ... 101.3 kcal/mol
E_LUMO ... 0.0248 hartree

***

HOMO energy (computed, Eh): -0.3452; -0.1537; -0.2931; -0.2770